Record 1
{
  "formula": "C3H7ClN2",
  "method": "ωB97M-V with the def2-TZVPD basis set",
  "species": ["C", "C", "C", "N", "N", "Cl", "H", "H", "H", "H", "H", "H", "H"],
  "xyz": [[2.10862, 0.12159, 0.49912], [1.11962, -0.23444, -0.29632], [0.05441, 0.63663, -0.67571], [-1.35357, 0.34558, 0.24923], [-1.49593, -0.87694, 0.67069], [-2.83030, 0.75776, -0.87901], [3.07117, -0.28591, 0.82214], [1.96141, 1.01461, 1.11363], [1.01961, -1.24382, -0.78953], [-0.07507, 0.48049, -1.67123], [0.41312, 1.69561, -0.39086], [-2.20911, -0.85491, 1.29786], [-1.78399, -1.55626, 0.05000]],
  "atomic_forces_ev_per_a": [[0.578, 0.951, 1.612], [1.008, -3.331, -0.156], [-1.748, 2.401, 4.629], [2.310, 3.527, -3.031], [2.087, -0.879, 0.662], [0.657, 0.111, 0.113], [-0.616, -0.927, -0.710], [-0.092, 0.372, -0.652], [0.793, 0.963, 0.565], [-1.271, 0.106, -2.882], [-1.422, -1.412, -0.673], [-2.210, -0.004, 2.938], [-0.075, -1.879, -2.416]],
  "nbo_charge": [-0.35, -0.22, -0.24, -0.17, -0.58, -0.14, 0.21, 0.19, 0.20, 0.21, 0.21, 0.35, 0.33],
  "e_homo_ev": -9.34,
  "spin_multiplicity": 1,
  "relative_energy_kcal_mol": 99.8,
  "e_lumo_ev": 0.57
}



Record 2
{
  "formula": "C3H7ClN2Si",
  "method": "ωB97M-V with the def2-TZVPD basis set",
  "species": ["C", "C", "C", "N", "N", "Si", "Cl", "H", "H", "H", "H", "H", "H", "H"],
  "xyz": [[0.60522, 1.56939, 0.78967], [1.32244, 1.49934, -0.47515], [-0.58726, -2.01858, 0.53434], [-0.37030, 0.87225, 1.14252], [-0.29622, 0.27798, -1.53093], [-0.99763, -0.25744, -0.05954], [-2.98444, 0.06958, -0.11303], [0.98193, 2.31626, 1.49595], [1.42378, 2.38580, -1.07648], [2.11138, 0.76715, -0.56031], [-1.47584, -2.61043, 0.70880], [0.00989, -2.53612, -0.21121], [-0.01082, -1.99949, 1.45404], [0.26787, -0.33568, -2.09867]],
  "atomic_forces_ev_per_a": [[-0.031, 0.375, 0.663], [-2.336, -2.198, -2.125], [-0.188, 0.574, -0.375], [-0.575, -0.385, 0.393], [2.166, 1.891, 1.246], [1.325, -0.440, 0.335], [-0.825, -0.010, -0.027], [0.235, 0.172, 0.030], [0.011, 0.189, -0.147], [0.231, 0.027, 0.041], [-0.262, -0.100, 0.050], [0.081, -0.049, -0.167], [0.047, 0.152, 0.161], [0.119, -0.198, -0.079]],
  "nbo_charge": [0.06, -0.18, -1.12, -0.76, -1.13, 1.78, -0.37, 0.19, 0.22, 0.22, 0.25, 0.24, 0.25, 0.37],
  "e_homo_ev": [-9.51, -9.51],
  "spin_multiplicity": 1,
  "relative_energy_kcal_mol": 69.0,
  "e_lumo_ev": [-0.76, -0.76]
}



Record 3
{
  "formula": "C3H7ClN3O",
  "method": "ωB97M-V with the def2-TZVPD basis set",
  "species": ["O", "N", "C", "N", "C", "N", "Cl", "C", "H", "H", "H", "H", "H", "H", "H"],
  "xyz": [[-0.87129, -0.43333, 2.41351], [-0.46975, -0.04012, 1.20219], [-0.48462, 1.19763, 0.77708], [-0.01168, 1.47445, -0.45500], [0.57644, 0.51737, -1.40995], [1.00988, -0.65030, -0.66282], [2.02744, -1.81383, -1.52218], [-0.00202, -1.24482, 0.17739], [-1.56451, -1.14907, 2.37598], [-0.69862, 2.10054, 1.39177], [-0.44948, 2.35615, -0.78427], [1.38593, 1.00917, -1.99582], [-0.08447, 0.33541, -2.25778], [0.52837, -1.83313, 0.86230], [-0.89162, -1.82611, -0.11239]],
  "atomic_forces_ev_per_a": [[-0.474, -0.423, 1.640], [0.047, -1.602, -3.411], [1.050, -0.358, -0.325], [-1.063, 0.875, 0.527], [0.301, 0.333, -1.394], [-0.090, 0.093, -0.390], [-1.207, 1.098, 0.629], [0.024, 2.130, 1.810], [0.714, 1.036, -0.504], [-0.405, -1.184, -0.152], [1.090, -0.851, -0.206], [0.170, -0.323, 1.242], [-0.906, -0.486, 0.325], [0.730, -1.140, 0.989], [0.019, 0.802, -0.779]],
  "nbo_charge": [-0.49, -0.04, 0.34, -0.55, -0.07, -0.44, 0.20, -0.05, 0.50, 0.27, 0.44, 0.25, 0.20, 0.23, 0.22],
  "e_homo_ev": -13.69,
  "spin_multiplicity": 1,
  "charge": 1,
  "relative_energy_kcal_mol": 89.4,
  "e_lumo_ev": -3.66
}



Record 4
{
  "formula": "C3H7ClNO2P",
  "method": "ωB97M-V with the def2-TZVPD basis set",
  "species": ["C", "C", "O", "C", "P", "N", "O", "Cl", "H", "H", "H", "H", "H", "H", "H"],
  "xyz": [[1.42507, -0.63322, 1.80498], [0.56718, -0.75694, 0.52919], [-0.70433, -1.26824, 0.85271], [-0.67731, 0.02859, 0.31339], [-1.10484, 0.11837, -1.44666], [-0.72112, 1.72852, -1.79792], [-0.31265, -0.75677, -2.34744], [-3.08565, -0.11400, -1.74723], [0.88222, -0.26735, 2.62923], [2.28639, -0.05562, 1.61189], [1.92961, -1.70358, 2.04869], [1.09408, -1.16541, -0.44625], [-0.98346, 0.83909, 1.04126], [-0.90859, 2.32363, -1.05190], [0.31340, 1.68294, -1.99395]],
  "atomic_forces_ev_per_a": [[1.165, -3.214, -1.702], [1.658, -0.650, -0.143], [-0.519, -0.971, -0.464], [-0.342, 0.460, 0.897], [1.239, 0.434, -1.506], [1.318, -1.964, -1.469], [-0.651, 0.240, 0.969], [0.187, 0.212, 0.448], [-0.697, 0.328, 0.962], [0.927, 1.083, -0.150], [-1.614, 2.257, -0.453], [-1.234, 0.650, 2.133], [0.360, -0.764, -1.059], [-0.336, 1.530, 1.406], [-1.461, 0.369, 0.132]],
  "nbo_charge": [-0.63, 0.07, -0.48, -0.35, 1.96, -1.16, -1.07, -0.25, 0.22, 0.21, 0.22, 0.23, 0.22, 0.38, 0.41],
  "e_homo_ev": -10.31,
  "spin_multiplicity": 1,
  "relative_energy_kcal_mol": 25.4,
  "e_lumo_ev": 0.57
}



Record 5
{
  "formula": "C3H7ClNOZr",
  "method": "ωB97M-V with the def2-TZVPD basis set",
  "species": ["Zr", "Cl", "C", "C", "O", "N", "C", "H", "H", "H", "H", "H", "H", "H"],
  "xyz": [[-2.93855, -1.19480, 7.92455], [0.39260, -1.43194, 5.89242], [-0.78425, -0.21506, -2.29883], [-0.07857, 1.04265, -1.77583], [-0.15336, 2.05958, -2.43263], [0.73559, 0.99724, -0.68586], [0.99582, -0.17348, 0.09592], [-1.36115, -0.69587, -1.50882], [-0.09292, -0.99969, -2.60631], [-1.39391, 0.18776, -3.10762], [1.30695, 1.81983, -0.55546], [1.25637, 0.19425, 1.08839], [1.91115, -0.67365, -0.22042], [0.20423, -0.91681, 0.19052]],
  "atomic_forces_ev_per_a": [[0.731, -0.112, -0.216], [-0.848, 0.105, 0.376], [-0.111, 0.188, 0.305], [-0.908, -0.758, -1.700], [0.431, 0.220, 0.520], [-0.270, -1.230, 1.262], [-0.283, 0.621, 0.027], [-0.400, 0.406, 0.134], [0.380, 0.362, -0.383], [-0.081, -0.635, 0.007], [0.565, 0.477, 0.132], [0.328, 0.234, 0.396], [0.662, -0.236, -0.245], [-0.197, 0.358, -0.615]],
  "nbo_charge": [1.90, -0.25, -0.68, 0.63, -0.15, -0.24, -0.46, 0.27, 0.29, 0.30, 0.47, 0.31, 0.33, 0.27],
  "e_homo_ev": -18.56,
  "spin_multiplicity": 1,
  "charge": 3,
  "relative_energy_kcal_mol": 188.9,
  "e_lumo_ev": -16.69
}



Record 6
{
  "formula": "C3H7ClO2",
  "method": "ωB97M-V with the def2-TZVPD basis set",
  "species": ["O", "C", "C", "Cl", "C", "O", "H", "H", "H", "H", "H", "H", "H"],
  "xyz": [[-0.65243, -1.96969, 0.85079], [-0.96429, -1.00651, -0.11187], [0.25420, -0.08679, -0.30776], [-0.02343, 0.98034, -1.73183], [0.53214, 0.83611, 0.82952], [0.87754, 0.12412, 1.98143], [-0.11952, -1.44101, 1.47242], [-1.16652, -1.50415, -1.07025], [-1.76423, -0.27767, 0.19999], [1.10206, -0.71180, -0.57950], [1.37297, 1.46969, 0.57441], [-0.35161, 1.46337, 0.98410], [0.59198, 0.64360, 2.74278]],
  "atomic_forces_ev_per_a": [[0.186, 0.394, 0.441], [0.163, 1.383, -0.502], [-0.227, -0.696, -1.195], [-0.089, -0.089, 0.013], [0.178, 0.935, -0.274], [-0.236, -0.606, 1.110], [-0.126, -0.764, 0.438], [-0.344, 0.238, 0.382], [0.021, -1.029, -0.334], [0.216, 0.086, 0.191], [0.088, 0.388, -0.278], [0.006, 0.011, 0.031], [0.165, -0.251, -0.022]],
  "nbo_charge": [-0.71, -0.07, -0.21, -0.07, -0.09, -0.73, 0.48, 0.19, 0.15, 0.22, 0.18, 0.17, 0.49],
  "e_homo_ev": -10.32,
  "spin_multiplicity": 1,
  "relative_energy_kcal_mol": 19.0,
  "e_lumo_ev": 0.53
}